{"formula": "C33H98N32O17", "method": "ωB97M-V/def2-TZVPD", "symbols": ["C", "C", "C", "C", "C", "C", "N", "O", "C", "C", "C", "H", "H", "H", "H", "H", "H", "H", "H", "H", "H", "H", "H", "H", "H", "H", "H", "H", "H", "H", "C", "C", "C", "C", "C", "C", "N", "O", "C", "C", "C", "H", "H", "H", "H", "H", "H", "H", "H", "H", "H", "H", "H", "H", "H", "H", "H", "H", "H", "H", "C", "O", "N", "N", "H", "H", "H", "H", "C", "O", "N", "N", "H", "H", "H", "H", "C", "O", "N", "N", "H", "H", "H", "H", "C", "O", "N", "N", "H", "H", "H", "H", "C", "O", "N", "N", "H", "H", "H", "H", "C", "O", "N", "N", "H", "H", "H", "H", "C", "O", "N", "N", "H", "H", "H", "H", "C", "O", "N", "N", "H", "H", "H", "H", "C", "O", "N", "N", "H", "H", "H", "H", "C", "O", "N", "N", "H", "H", "H", "H", "C", "O", "N", "N", "H", "H", "H", "H", "C", "O", "N", "N", "H", "H", "H", "H", "C", "O", "N", "N", "H", "H", "H", "H", "C", "O", "N", "N", "H", "H", "H", "H", "C", "O", "N", "N", "H", "H", "H", "H"], "coordinates": [[-23.5501, 25.2918, -27.9587], [-22.7574, 26.5492, -27.5614], [-21.5366, 26.7357, -28.5313], [-21.7583, 27.5144, -29.7761], [-22.6731, 28.7979, -29.3870], [-23.9958, 28.5374, -28.6503], [-23.6045, 27.8392, -27.4131], [-24.6225, 27.6870, -26.4656], [-24.6249, 29.8529, -28.1936], [-24.9522, 27.7418, -29.5236], [-22.1137, 26.3252, -26.2366], [-23.2208, 24.4173, -27.3974], [-23.3427, 24.9308, -28.9660], [-24.6097, 25.4729, -27.7784], [-20.7398, 27.2360, -27.9809], [-21.1795, 25.7430, -28.8057], [-22.1723, 26.9532, -30.6138], [-20.8594, 27.9108, -30.2483], [-22.8618, 29.3773, -30.2908], [-22.0110, 29.4656, -28.8359], [-24.1080, 30.5325, -27.5161], [-24.7892, 30.4322, -29.1021], [-25.5826, 29.6145, -27.7309], [-25.8528, 27.5234, -28.9498], [-25.2464, 28.1876, -30.4737], [-24.6270, 26.7219, -29.7292], [-21.6005, 27.2134, -25.8682], [-21.3846, 25.5150, -26.2439], [-22.7425, 26.2205, -25.3525], [-24.1273, 28.0172, -25.7124], [-17.8119, 26.0915, -39.8758], [-17.7750, 27.0716, -38.6479], [-16.9892, 26.2627, -37.5004], [-15.4375, 26.5005, -37.3597], [-15.0920, 27.9735, -37.4970], [-15.6574, 28.6636, -38.7771], [-17.1063, 28.3896, -38.9820], [-17.7354, 29.1326, -39.9415], [-15.4342, 30.1590, -38.5881], [-14.7877, 28.2609, -39.9951], [-19.2221, 27.4031, -38.1244], [-18.1847, 25.1286, -39.5267], [-16.8017, 25.8402, -40.1991], [-18.4113, 26.4253, -40.7228], [-17.4900, 26.4735, -36.5555], [-17.1658, 25.1950, -37.3703], [-14.9090, 25.8843, -38.0871], [-15.0392, 26.1520, -36.4068], [-14.0186, 28.1455, -37.4166], [-15.4898, 28.4138, -36.5826], [-15.6576, 30.7813, -39.4546], [-16.1377, 30.5471, -37.8515], [-14.4866, 30.4059, -38.1094], [-15.2887, 28.7492, -40.8309], [-13.7388, 28.4933, -39.8110], [-14.8344, 27.2017, -40.2483], [-19.8296, 26.5163, -38.3053], [-19.6647, 28.0268, -38.9010], [-19.3670, 27.7849, -37.1138], [-17.6616, 28.6252, -40.7531], [-31.5660, 26.3026, -24.3215], [-32.5219, 25.7327, -24.8324], [-31.0133, 27.3543, -24.8607], [-30.9626, 26.0057, -23.2165], [-31.4866, 27.6882, -25.6881], [-30.3472, 27.9231, -24.3579], [-30.2802, 26.7145, -22.9884], [-31.2184, 25.2466, -22.6013], [-19.1570, 17.5627, -26.8072], [-19.8416, 18.2051, -26.0132], [-19.0560, 17.9727, -28.0647], [-18.3620, 16.6420, -26.5674], [-19.3040, 18.9300, -28.2700], [-18.2661, 17.5593, -28.5393], [-18.1845, 16.4509, -25.5916], [-17.9072, 16.0933, -27.2831], [-25.6061, 15.9220, -31.0715], [-26.5223, 15.1111, -30.8063], [-24.6742, 15.8074, -31.9154], [-25.4562, 17.1166, -30.5021], [-24.6125, 14.8762, -32.3017], [-24.0539, 16.5849, -32.0906], [-26.2909, 17.4797, -30.0645], [-24.7002, 17.7199, -30.7932], [-23.7585, 20.8045, -36.1827], [-23.1170, 20.6876, -35.2011], [-23.3331, 20.3191, -37.3737], [-24.9027, 21.3590, -36.3813], [-22.4331, 19.8608, -37.3721], [-23.8230, 20.4540, -38.2465], [-25.3890, 21.7997, -35.6135], [-25.4379, 21.0938, -37.1957], [-26.3983, 35.9286, -22.9972], [-25.4030, 35.9403, -22.3030], [-26.6968, 36.9175, -23.8564], [-27.2593, 34.9731, -23.0729], [-26.3408, 37.8591, -23.7741], [-27.4183, 36.7750, -24.5487], [-27.1006, 34.3071, -22.3304], [-28.1375, 35.0811, -23.5600], [-13.2073, 25.0398, -27.8506], [-13.5468, 23.9418, -27.5630], [-12.1484, 25.6149, -27.5158], [-13.9435, 25.7730, -28.6026], [-11.5288, 25.2248, -26.8200], [-11.9810, 26.5224, -27.9261], [-13.6676, 26.7335, -28.7490], [-14.8491, 25.4883, -28.9473], [-18.2935, 33.4567, -25.1867], [-17.8518, 34.3956, -25.7876], [-19.4062, 33.4621, -24.5708], [-17.6177, 32.3989, -24.9831], [-20.0720, 34.1950, -24.7699], [-19.7374, 32.6538, -24.0639], [-17.9653, 31.6782, -24.3668], [-16.7343, 32.3150, -25.4654], [-30.8738, 23.6794, -32.5883], [-30.0790, 23.0306, -31.9798], [-31.1766, 24.9275, -32.4358], [-31.5706, 23.1816, -33.5452], [-31.8004, 25.4046, -33.0708], [-30.7143, 25.3242, -31.6302], [-31.8441, 23.8615, -34.2401], [-31.6201, 22.1850, -33.7017], [-23.4605, 37.6236, -30.9472], [-23.2664, 37.9246, -29.7482], [-24.6356, 37.5843, -31.4983], [-22.4651, 37.4573, -31.8336], [-25.3731, 37.9822, -30.9344], [-24.8712, 37.1777, -32.3924], [-21.5944, 37.3173, -31.3411], [-22.7401, 37.1705, -32.7621], [-24.7821, 30.3937, -18.6291], [-24.2671, 30.1547, -19.6868], [-25.1619, 29.4596, -17.8106], [-25.0483, 31.5926, -18.1726], [-25.6056, 29.8384, -16.9861], [-24.9387, 28.4965, -18.0173], [-25.2196, 31.8886, -17.2223], [-24.8583, 32.3984, -18.7511], [-23.1458, 34.2668, -37.0648], [-23.7032, 35.3056, -36.7217], [-22.0010, 34.2123, -37.6232], [-23.7029, 33.1004, -36.7561], [-21.5946, 35.0778, -37.9484], [-21.4294, 33.3796, -37.6344], [-23.1865, 32.2806, -37.0413], [-24.6779, 33.0869, -36.4928], [-30.6830, 32.9154, -33.1516], [-29.7306, 33.5449, -33.6046], [-30.7246, 32.2706, -31.9831], [-31.8402, 32.9803, -33.7205], [-31.6191, 32.1723, -31.5246], [-29.8448, 32.2181, -31.4900], [-32.6528, 32.4897, -33.3753], [-31.9309, 33.6800, -34.4432], [-18.7160, 20.2372, -19.5207], [-18.4465, 20.2808, -18.3309], [-18.0064, 19.6798, -20.5086], [-19.9198, 20.5988, -20.0069], [-17.0524, 19.3971, -20.3355], [-18.3240, 19.6899, -21.4674], [-20.5106, 21.1197, -19.3746], [-20.1395, 20.4465, -20.9809], [-30.3045, 18.8708, -25.3593], [-30.2266, 17.6978, -25.0267], [-29.4896, 19.7220, -24.9146], [-31.1646, 19.3939, -26.1669], [-28.7918, 19.4814, -24.2253], [-29.4268, 20.6086, -25.3944], [-31.1086, 20.3370, -26.5240], [-31.8308, 18.6933, -26.4593], [-19.0594, 27.5145, -18.0082], [-18.3852, 27.0604, -17.1640], [-19.0990, 28.7177, -18.3551], [-19.9420, 26.8857, -18.6652], [-18.3773, 29.2640, -17.9071], [-19.6083, 29.0849, -19.1463], [-20.5744, 27.5148, -19.1389], [-19.9709, 25.8802, -18.7561]], "mulliken_charge": [-1.971, 2.059, -1.236, -0.740, -1.368, 1.720, 0.061, -0.426, -1.979, -1.673, -2.294, 0.458, 0.386, 0.321, 0.426, 0.442, 0.338, 0.454, 0.514, 0.389, 0.364, 0.431, 0.408, 0.384, 0.352, 0.357, 0.549, 0.439, 0.450, 0.384, -1.625, 1.300, -1.266, -0.767, -1.218, 1.507, 0.200, -0.437, -1.857, -1.732, -1.758, 0.427, 0.336, 0.458, 0.421, 0.451, 0.343, 0.417, 0.482, 0.383, 0.351, 0.486, 0.375, 0.430, 0.403, 0.330, 0.446, 0.391, 0.377, 0.348, 0.651, -0.665, -0.395, -0.334, 0.215, 0.172, 0.148, 0.207, 0.650, -0.678, -0.446, -0.347, 0.238, 0.173, 0.224, 0.186, 0.670, -0.679, -0.364, -0.407, 0.231, 0.166, 0.224, 0.160, 0.602, -0.596, -0.407, -0.371, 0.202, 0.159, 0.222, 0.190, 0.632, -0.640, -0.387, -0.398, 0.204, 0.158, 0.241, 0.192, 0.663, -0.650, -0.339, -0.380, 0.215, 0.157, 0.133, 0.202, 0.665, -0.664, -0.371, -0.376, 0.221, 0.156, 0.155, 0.216, 0.651, -0.632, -0.394, -0.396, 0.173, 0.226, 0.164, 0.207, 0.632, -0.677, -0.373, -0.411, 0.213, 0.184, 0.244, 0.188, 0.633, -0.651, -0.368, -0.409, 0.173, 0.218, 0.184, 0.219, 0.634, -0.674, -0.360, -0.394, 0.226, 0.176, 0.162, 0.230, 0.659, -0.653, -0.428, -0.397, 0.192, 0.229, 0.174, 0.224, 0.638, -0.627, -0.374, -0.390, 0.213, 0.164, 0.212, 0.164, 0.664, -0.677, -0.368, -0.398, 0.213, 0.156, 0.184, 0.226, 0.635, -0.632, -0.399, -0.352, 0.220, 0.175, 0.154, 0.198], "lumo_energy_ha": 0.000, "energy_ev": -118301.745, "e_above_lowest_kcal_mol": 125.3, "homo_energy_ev": -8.23}